(1)
Molecular formula: C3H3O3P
Method: DFT, ωB97M-V/def2-TZVPD

Calculated values
Maximum force (eV Å⁻¹): 3.3
Total charge: 0
Orbital gap (eV): 9.4
E_LUMO (eV): -0.398
Energy above the lowest of the compared OMol25 structures with the same formula, charge and spin (eV): 2.8522
E_HOMO (eV): -9.814

Each line ends with the Mulliken charge.
Element x y z (Å)
H: 0.957 -0.367 -2.257  0.3089
C: 1.532 1.840 -1.390  0.4994
C: 0.781 0.525 -1.580  -0.2194
H: -0.318 -1.314 0.257  0.0726
H: -0.751 1.004 2.235  0.3360
P: -1.161 -0.130 0.515  0.0919
C: 0.242 0.650 -0.370  0.2568
O: 0.815 2.170 -0.184  -0.3976
O: -0.826 0.104 2.068  -0.4428
O: 2.388 2.492 -1.937  -0.5058

(2)
Molecular formula: C3H3O3S
Method: DFT, ωB97M-V/def2-TZVPD

Calculated values
Maximum force (eV Å⁻¹): 2.6
Total charge: -1
Orbital gap (eV): 6.6
E_LUMO (eV): 3.683
Energy above the lowest of the compared OMol25 structures with the same formula, charge and spin (eV): 1.9745
E_HOMO (eV): -2.959

Each line ends with the Mulliken charge.
Element x y z (Å)
O: 3.627 -0.324 -0.319  -0.5635
H: -2.524 -1.325 0.251  0.2146
H: -1.216 -0.878 1.483  0.2870
O: 2.742 1.331 -1.627  -0.4750
H: -2.763 0.027 1.167  0.2907
C: -0.309 0.741 -0.664  -0.2831
S: 0.996 -0.028 0.025  -0.4025
C: -1.944 -0.484 0.782  -0.6697
O: -1.512 0.488 -0.216  -0.0712
C: 2.902 0.451 -0.882  0.6727

(3)
Molecular formula: C3H3O3Tm
Method: DFT, ωB97M-V/def2-TZVPD

Calculated values
Spin multiplicity: 3
Maximum force (eV Å⁻¹): 6.7
Total charge: +2
Orbital gap (alpha / beta) (eV): 9.0 / 6.0
E_LUMO (alpha / beta) (eV): -10.094 / -11.736
Energy above the lowest of the compared OMol25 structures with the same formula, charge and spin (eV): 1.7461
E_HOMO (alpha / beta) (eV): -19.090 / -17.725

Each line ends with the Mulliken charge.
Element x y z (Å)
H: 1.543 1.733 0.987  0.3785
O: 0.900 1.595 -1.158  -0.0944
C: -0.142 0.931 1.913  0.0685
O: -0.511 -0.231 1.996  -0.5148
H: -0.495 1.624 2.701  0.4261
C: 0.473 1.633 0.749  -0.3172
C: -0.053 0.920 -0.717  0.4966
Tm: -1.783 -1.312 0.002  1.5939
H: 0.089 2.668 0.814  0.4389
O: -0.150 -0.324 -0.990  -0.4761

(4)
Molecular formula: C3H3O4S
Method: DFT, ωB97M-V/def2-TZVPD

Calculated values
Maximum force (eV Å⁻¹): 6.9
Total charge: -1
Orbital gap (eV): 8.0
E_LUMO (eV): 3.892
Energy above the lowest of the compared OMol25 structures with the same formula, charge and spin (eV): 6.0724
SMILES: O=C[S@@](=O)([O-])=C1CO1
E_HOMO (eV): -4.076

Each line ends with the Mulliken charge.
Element x y z (Å)
C: -0.773 -0.679 -1.079  -0.2024
O: -3.100 -0.594 0.357  -0.6221
H: -1.115 -0.974 1.878  0.2334
O: 0.092 -1.076 -0.009  -0.2958
O: -2.557 1.883 -0.283  -0.7150
H: 0.566 0.861 -0.272  0.2061
O: 0.048 0.712 2.114  -0.5152
C: 0.542 0.001 -0.823  -0.3722
S: -1.948 0.299 0.092  0.9359
C: -0.741 0.027 1.515  0.1567
H: 1.426 -0.066 -1.475  0.1906

(5)
Molecular formula: C3H3OP
Method: DFT, ωB97M-V/def2-TZVPD

Calculated values
Maximum force (eV Å⁻¹): 11.8
Total charge: 0
Orbital gap (alpha / beta) (eV): 8.6 / 8.6
E_LUMO (alpha / beta) (eV): -0.877 / -0.875
Energy above the lowest of the compared OMol25 structures with the same formula, charge and spin (eV): 4.4271
E_HOMO (alpha / beta) (eV): -9.441 / -9.443

Each line ends with the Mulliken charge.
Element x y z (Å)
H: 0.888 0.491 1.164  0.2971
H: 0.110 -1.091 1.136  0.2065
P: -0.775 -0.294 -1.679  -0.0689
H: 1.715 -0.640 -0.843  0.3641
O: -1.888 1.572 0.388  -0.5485
C: 0.676 -0.311 -0.809  -0.1532
C: -0.977 0.375 0.020  0.2890
C: 0.251 -0.103 0.623  -0.3861

(6)
Molecular formula: C3H3OP
Method: DFT, ωB97M-V/def2-TZVPD

Calculated values
Maximum force (eV Å⁻¹): 7.8
Total charge: 0
Orbital gap (alpha / beta) (eV): 8.1 / 7.9
E_LUMO (alpha / beta) (eV): -0.801 / -1.058
Energy above the lowest of the compared OMol25 structures with the same formula, charge and spin (eV): 2.8210
SMILES: O=C1CC=P1
E_HOMO (alpha / beta) (eV): -8.903 / -8.960

Each line ends with the Mulliken charge.
Element x y z (Å)
C: 0.946 -0.627 0.199  0.3475
C: -0.579 -0.369 0.171  -0.3538
H: -1.024 -0.780 -0.772  0.2026
H: -0.978 1.728 -0.548  0.4368
C: -0.383 1.064 -0.084  -0.4619
P: 1.615 1.139 0.087  0.0473
O: 1.656 -1.554 -0.068  -0.4976
H: -1.254 -0.602 1.016  0.2790

(7)
Molecular formula: C3H3P3
Method: DFT, ωB97M-V/def2-TZVPD

Calculated values
Maximum force (eV Å⁻¹): 3.8
Total charge: 0
Orbital gap (alpha / beta) (eV): 6.7 / 6.7
E_LUMO (alpha / beta) (eV): -2.200 / -2.200
Energy above the lowest of the compared OMol25 structures with the same formula, charge and spin (eV): 3.1249
SMILES: P=C1C(=P)C1=P
E_HOMO (alpha / beta) (eV): -8.864 / -8.865

Each line ends with the Mulliken charge.
Element x y z (Å)
H: 2.880 -0.435 0.261  0.0050
P: -2.505 -1.204 -0.050  -0.0883
H: -1.972 -2.481 -0.179  0.0088
P: 1.938 -1.383 -0.054  -0.0572
H: 0.798 3.054 0.193  -0.0023
C: -0.252 0.807 -0.026  0.2039
C: 0.523 -0.450 0.064  -0.0158
P: -0.374 2.502 -0.079  -0.0600
C: -1.036 -0.410 -0.129  0.0059

| no. | electronic energy (hartree) |
| --- | --- |
| 1 | -683.0974 |
| 2 | -740.0027 |
| 3 | -1426.2176 |
| 4 | -815.1022 |
| 5 | -532.5195 |
| 6 | -532.5786 |
| 7 | -1139.9748 |